No. 1
Entry from the OMol25 dataset: C19H19N3O4 in the gas phase (ωB97M-V/def2-TZVPD).

Computed properties:
* Kohn-Sham gap: 0.32754 Ha
* SMILES: CCOC(=O)Cn1c(=O)n(Cc2ccc(C)cc2)c(=O)c2cccnc21
* net charge: 0
* LUMO: -0.041 eV

```
45
Properties=species:S:1:pos:R:3:forces:R:3
C 3.8925 -0.3998 1.3309 -0.27 0.27 -0.16
C 3.3411 0.4840 0.2221 0.54 -0.12 -0.04
H 3.0972 -0.0992 -0.6681 0.03 0.11 0.09
H 4.0573 1.2726 -0.0291 -0.14 -0.14 -0.05
O 2.1082 1.0884 0.6195 -0.23 -0.16 -0.15
C 2.1831 2.2133 1.3281 -0.23 0.24 0.18
O 3.1964 2.7950 1.5975 0.08 0.08 0.03
C 0.7942 2.7005 1.7278 0.22 0.24 -0.06
N -0.1860 1.6405 1.6530 -0.06 0.32 -0.07
C -0.0497 0.5707 2.4949 -0.33 -0.77 0.33
N 0.9155 0.6299 3.4075 0.01 0.45 -0.31
C 1.0571 -0.3910 4.2300 -0.09 -0.27 0.10
C 0.2549 -1.5264 4.2004 -0.04 -0.02 -0.02
C -0.7507 -1.5901 3.2541 0.07 0.30 -0.14
C -0.9173 -0.5232 2.3748 0.34 0.00 0.29
C -1.9451 -0.5377 1.3335 0.10 0.05 0.15
O -2.7325 -1.4446 1.1725 -0.03 -0.12 0.00
N -1.9573 0.5885 0.5253 -0.32 -0.07 -0.07
C -1.1139 1.6763 0.6292 0.19 0.17 0.31
O -1.1940 2.6295 -0.1118 -0.05 0.10 -0.26
C -2.9146 0.6052 -0.5869 -0.19 0.02 -0.17
C -2.3015 -0.0179 -1.8133 -0.08 0.04 0.03
C -2.4429 -1.3776 -2.0576 -0.05 0.02 0.00
C -1.8492 -1.9532 -3.1656 0.04 0.03 -0.04
C -1.0989 -1.1889 -4.0509 0.04 -0.01 0.04
C -0.9556 0.1694 -3.7963 0.00 -0.06 -0.01
C -1.5480 0.7510 -2.6906 -0.06 0.02 0.00
H -1.4231 1.8062 -2.4995 0.00 0.10 0.02
H -0.3734 0.7794 -4.4725 0.07 0.06 -0.07
C -0.4797 -1.8123 -5.2650 -0.07 0.01 -0.03
H -1.1949 -1.8099 -6.0884 0.02 -0.04 -0.10
H 0.4000 -1.2571 -5.5821 0.07 -0.01 -0.06
H -0.1968 -2.8445 -5.0704 0.05 -0.06 -0.04
H -1.9691 -3.0121 -3.3463 0.00 -0.11 -0.02
H -3.0148 -1.9847 -1.3718 -0.06 -0.05 0.08
H -3.7878 0.0370 -0.2612 0.12 0.15 -0.04
H -3.1804 1.6469 -0.7723 -0.01 -0.18 0.07
H -1.4115 -2.4398 3.1693 -0.05 -0.06 -0.02
H 0.4185 -2.3313 4.8981 0.03 -0.06 0.07
H 1.8588 -0.2895 4.9492 0.05 -0.09 0.10
H 0.4818 3.4880 1.0349 0.10 -0.17 0.17
H 0.8491 3.0986 2.7429 0.06 -0.04 -0.20
H 3.1657 -1.1627 1.6012 -0.03 -0.10 0.02
H 4.8062 -0.8809 0.9946 0.11 -0.07 -0.02
H 4.1110 0.2035 2.2085 0.06 0.02 0.08
```
Positions in Å, forces in eV/Å.

***

No. 2
Entry from the OMol25 dataset: C19H19N3O4S in the gas phase (ωB97M-V/def2-TZVPD).

Computed properties:
* Kohn-Sham gap: 0.31308 Ha
* SMILES: CCOC(=O)CSC1=C(C#N)[C@H](c2ccccc2OCC)[C@@H](C#N)C(=O)N1
* net charge: 0
* LUMO: -0.302 eV

```
46
Properties=species:S:1:pos:R:3:forces:R:3
C -0.6205 -4.2154 -0.8173 0.08 0.30 -0.26
C 0.2617 -3.3384 -1.6930 0.11 -0.55 0.05
H 0.6370 -3.9158 -2.5433 0.03 0.12 0.14
H 1.1015 -2.9238 -1.1307 -0.07 -0.02 -0.09
O -0.4460 -2.1969 -2.1968 0.08 0.22 0.09
C -1.2329 -2.4008 -3.2597 -0.15 0.14 -0.30
O -1.3706 -3.4564 -3.8108 0.01 -0.17 -0.06
C -1.9379 -1.1276 -3.6707 -0.03 -0.04 0.41
H -2.4551 -1.2845 -4.6156 0.05 -0.01 0.07
H -1.2571 -0.2808 -3.7367 -0.01 -0.07 -0.12
S -3.2540 -0.7430 -2.4613 0.08 0.13 0.02
C -2.3051 -0.3951 -1.0007 0.24 0.58 -0.53
C -1.3178 0.5178 -0.9133 -0.48 -0.68 0.73
C -0.9810 1.3636 -1.9805 -0.16 0.22 -0.48
N -0.7141 2.0612 -2.8529 0.10 0.20 -0.29
C -0.5681 0.7019 0.3841 0.10 0.08 -0.04
C 0.8665 1.1186 0.1540 -0.05 0.15 0.30
C 1.6311 0.5188 -0.8321 0.08 0.08 0.13
C 2.9556 0.8753 -1.0163 0.09 -0.07 -0.06
C 3.5189 1.8372 -0.1991 -0.02 -0.06 -0.05
C 2.7743 2.4380 0.8009 -0.10 0.18 0.23
C 1.4431 2.0836 0.9927 0.02 -0.14 -0.21
O 0.6313 2.6068 1.9445 -0.05 -0.10 -0.27
C 1.1917 3.3946 2.9802 0.05 0.22 0.41
C 0.1226 3.5644 4.0471 0.21 -0.13 -0.36
H 0.5115 4.1598 4.8677 0.02 0.08 0.10
H -0.7490 4.0602 3.6282 -0.09 0.08 0.00
H -0.1740 2.5878 4.4207 -0.02 -0.06 0.07
H 1.5028 4.3706 2.5826 0.03 -0.15 0.01
H 2.0657 2.8836 3.4024 -0.05 0.05 -0.10
H 3.2346 3.1862 1.4260 0.02 0.07 0.08
H 4.5499 2.1264 -0.3352 0.09 0.03 -0.01
H 3.5397 0.4058 -1.7922 0.06 -0.03 -0.08
H 1.1843 -0.2348 -1.4663 -0.08 -0.07 -0.09
H -1.0653 1.4860 0.9701 0.03 -0.18 -0.04
C -0.5811 -0.6139 1.1916 -0.25 0.00 -0.34
C -0.0824 -0.3653 2.5255 -0.03 -0.24 0.07
N 0.3164 -0.1408 3.5712 0.24 0.13 0.56
C -1.9525 -1.2887 1.2472 0.07 -0.10 0.22
O -2.3470 -1.9618 2.1640 0.09 0.04 0.07
N -2.6806 -1.1426 0.0981 -0.42 -0.13 -0.20
H -3.5429 -1.6711 0.0323 0.22 -0.07 0.09
H 0.0946 -1.3343 0.7066 -0.12 0.09 -0.03
H -0.0341 -5.0487 -0.4415 0.05 -0.10 0.08
H -1.0164 -3.6589 0.0295 -0.02 0.02 0.11
H -1.4491 -4.6088 -1.4012 -0.05 -0.05 0.00
```
Positions in Å, forces in eV/Å.

***

No. 3
Entry from the OMol25 dataset: C19H19N3O4S2 in the gas phase (ωB97M-V/def2-TZVPD).

Computed properties:
* Kohn-Sham gap: 0.32062 Ha
* SMILES: COc1ccc(Cc2nnc(NC(=O)CS(=O)(=O)Cc3ccccc3)s2)cc1
* net charge: 0
* LUMO: 0.453 eV

```
47
Properties=species:S:1:pos:R:3:forces:R:3
C -7.3049 -2.3640 -0.6142 -0.01 -0.20 0.02
H -8.2546 -2.6377 -1.0714 0.08 -0.03 0.04
O -7.2217 -0.9636 -0.7192 0.07 0.30 0.00
C -6.1107 -0.3407 -0.2348 0.07 0.22 0.01
C -5.0415 -0.9802 0.3834 -0.22 -0.22 -0.07
C -3.9647 -0.2414 0.8400 -0.08 0.23 0.01
C -3.9273 1.1364 0.6926 -0.02 0.05 0.15
C -4.9951 1.7702 0.0708 0.04 -0.13 0.05
C -6.0761 1.0455 -0.3849 -0.15 -0.22 -0.07
H -6.9101 1.5307 -0.8669 -0.10 0.06 -0.06
H -4.9847 2.8431 -0.0579 0.01 0.12 -0.01
C -2.7414 1.9222 1.1859 -0.29 -0.08 0.11
C -1.5258 1.6335 0.3827 0.75 0.75 0.12
N -1.3726 0.6470 -0.4140 -1.39 -0.33 0.52
N -0.1881 0.5801 -1.0015 1.38 0.02 -0.92
C 0.6155 1.5252 -0.6527 -0.94 0.74 0.48
N 1.8997 1.6825 -1.0990 0.30 0.67 -0.17
C 2.7884 0.6981 -1.4548 0.32 0.30 -0.19
O 3.9064 0.9898 -1.8095 -0.09 -0.08 -0.16
C 2.2773 -0.7017 -1.3375 0.14 -0.52 0.80
H 3.0064 -1.4087 -1.7200 0.10 0.03 -0.06
H 1.3026 -0.8264 -1.8012 0.02 -0.08 0.09
S 2.0071 -1.1107 0.4451 -0.10 -0.70 0.06
O 0.9805 -2.1083 0.5259 0.00 -0.38 -0.21
O 1.8055 0.1014 1.1933 0.41 0.13 0.22
C 3.5850 -1.8712 0.9900 -0.71 0.42 -0.47
C 4.7050 -0.9672 0.6240 0.46 0.13 -0.02
C 5.5816 -1.2928 -0.4043 -0.04 -0.04 0.14
C 6.5799 -0.4122 -0.7782 0.07 -0.01 -0.03
C 6.7065 0.8055 -0.1342 0.04 -0.01 -0.04
C 5.8402 1.1352 0.8944 -0.02 0.03 0.07
C 4.8465 0.2534 1.2760 0.08 -0.01 0.03
H 4.1573 0.5126 2.0651 -0.04 0.05 0.09
H 5.9359 2.0855 1.3984 0.01 0.08 0.05
H 7.4772 1.4986 -0.4355 0.07 0.06 -0.03
H 7.2521 -0.6730 -1.5813 0.06 -0.02 -0.07
H 5.4831 -2.2424 -0.9119 -0.02 -0.10 -0.06
H 3.4656 -1.9897 2.0649 -0.16 -0.02 0.05
H 3.6298 -2.8426 0.5063 0.01 -0.09 -0.01
H 2.3045 2.6069 -1.0101 0.04 -0.24 -0.11
S -0.0920 2.6630 0.4793 -0.17 -0.76 -0.42
H -2.5257 1.6603 2.2278 -0.02 0.11 -0.02
H -2.9461 2.9948 1.1499 -0.03 -0.05 0.07
H -3.1355 -0.7494 1.3073 0.09 -0.08 0.04
H -5.0324 -2.0506 0.5131 -0.03 -0.10 0.00
H -7.3002 -2.6903 0.4310 0.02 0.01 -0.04
H -6.4889 -2.8568 -1.1524 -0.02 0.01 0.03
```
Positions in Å, forces in eV/Å.

***

No. 4
Entry from the OMol25 dataset: C19H19N5O3S2 in the gas phase (ωB97M-V/def2-TZVPD).

Computed properties:
* Kohn-Sham gap: 0.30568 Ha
* SMILES: Cc1nc(SCC(=O)Nc2cc(C(N)=O)cc(C(N)=O)c2)c2c(C)c(C)sc2n1
* net charge: 0
* LUMO: -0.013 eV

```
48
Properties=species:S:1:pos:R:3:forces:R:3
O -4.6582 0.2851 0.5616 1.57 -0.64 -0.28
O -2.4284 6.3183 -0.9784 -3.42 -0.51 0.23
O 1.0344 2.0025 -3.3208 -1.12 -2.18 2.37
N -0.2133 -3.2548 1.4231 -1.64 0.40 0.23
N 0.0374 -1.6012 -0.3548 0.10 -2.07 1.64
S 1.9232 -4.0740 3.0954 -1.60 0.63 -1.31
S 2.4062 -0.6907 -1.2872 0.98 -0.56 0.20
C -4.3620 1.4637 0.7519 -3.42 -2.91 0.41
C -1.5499 5.5523 -0.6452 -1.66 1.12 -1.53
C 0.8062 0.9944 -2.5978 0.33 2.15 -1.76
C 3.4615 -3.7656 2.3334 -2.91 2.42 -1.87
C 3.2720 -2.8865 1.2631 1.98 -1.12 -0.14
C -0.6912 -2.5065 0.4159 0.01 0.63 0.36
C 1.0533 -3.1593 1.7783 0.13 0.25 -1.00
C 1.3561 -1.6338 -0.1393 -0.33 -0.65 -0.53
C -2.9482 3.4607 0.0575 0.66 -0.52 0.65
C -2.1898 1.2447 -0.4321 1.39 -1.08 -0.96
C -0.9339 3.2009 -1.1308 1.96 -1.49 -2.25
C 1.8999 -2.4513 0.9102 2.28 -0.56 1.02
C -3.1530 2.0124 0.1546 0.99 4.86 -0.42
C -1.7918 4.0718 -0.5342 -1.64 -1.11 1.28
C -1.0655 1.8019 -1.0865 -1.01 0.77 0.96
N -5.3644 2.1081 1.4740 1.85 2.28 -0.81
N -0.4041 6.2398 -0.6347 3.83 -1.79 0.57
N -0.1013 0.8841 -1.5474 0.41 3.22 -2.37
C 4.5965 -4.5542 2.8024 1.76 0.01 -0.65
C 4.4517 -2.6459 0.3513 0.33 0.71 -1.49
C 1.5675 -0.3024 -2.9175 -2.15 0.53 2.36
C -2.1944 -2.5833 0.1246 0.37 0.58 1.41
H -3.6528 4.1140 0.5481 -0.15 0.13 -0.01
H -2.2595 0.1613 -0.4858 -0.29 0.18 0.28
H -0.1944 3.5021 -1.8906 0.11 0.36 0.90
H -5.4734 3.0688 1.1214 -0.70 -0.61 0.94
H -6.1606 1.4991 1.6844 0.52 0.65 -0.55
H -0.5230 7.0727 -1.1786 0.14 0.30 0.07
H 0.4763 5.7489 -0.7807 -0.17 0.22 0.30
H -0.2311 0.0431 -1.0901 0.14 -2.62 0.64
H 4.6033 -4.5926 3.9264 0.26 -0.30 -1.19
H 4.5221 -5.5531 2.2864 0.20 0.63 1.03
H 5.5380 -4.0690 2.3817 -0.97 -0.74 1.03
H 4.1874 -2.8410 -0.7499 0.30 0.01 1.61
H 4.6771 -1.5447 0.3492 0.29 -0.99 0.09
H 5.3656 -3.2696 0.5946 -1.15 0.96 -0.20
H 0.7322 -0.9990 -3.0640 0.65 -0.47 -0.37
H 2.2311 -0.1363 -3.7706 0.10 -0.37 0.58
H -2.3114 -2.7675 -0.9319 -0.36 -0.12 -0.29
H -2.6516 -3.3769 0.7701 0.43 0.69 -0.80
H -2.6918 -1.5915 0.3891 0.58 -1.29 -0.36
```
Positions in Å, forces in eV/Å.

***

No. 5
Entry from the OMol25 dataset: C19H19NO5S in the gas phase (ωB97M-V/def2-TZVPD).

Computed properties:
* Kohn-Sham gap: 0.32994 Ha
* SMILES: COc1ccc(C(=O)OCC(=O)NC(=O)CCSc2ccccc2)cc1
* net charge: 0
* LUMO: 0.589 eV

```
45
Properties=species:S:1:pos:R:3:forces:R:3
C 7.3340 0.6761 1.4501 0.09 0.01 0.24
H 6.7945 1.3845 2.0861 0.01 -0.04 -0.02
O 6.7776 0.6154 0.1574 -0.17 -0.03 -0.29
C 5.4938 0.2084 0.0141 -0.23 -0.06 -0.10
C 4.6522 -0.1648 1.0611 0.41 0.12 0.12
C 3.3563 -0.5650 0.7992 -0.20 -0.04 -0.31
C 2.8769 -0.5986 -0.5064 0.24 0.09 0.18
C 3.7186 -0.2163 -1.5536 -0.13 -0.06 0.15
C 5.0098 0.1779 -1.2990 0.18 0.04 0.14
H 5.6750 0.4729 -2.0948 0.07 0.03 -0.10
H 3.3345 -0.2398 -2.5619 -0.02 0.01 -0.09
C 1.4914 -0.9892 -0.8165 -0.26 -0.07 -0.28
O 0.9630 -0.8434 -1.8931 0.18 -0.04 0.05
O 0.8677 -1.5411 0.2434 0.13 -0.02 0.25
C -0.5150 -1.8018 0.1101 -0.02 0.04 -0.46
C -1.2627 -1.0006 1.1523 0.10 -0.16 -0.23
O -0.7345 -0.3180 1.9885 0.13 0.05 0.17
N -2.6498 -1.0852 1.1143 -0.23 -0.03 0.45
C -3.4611 -1.6871 0.1752 -0.23 0.10 0.39
O -3.0456 -2.3786 -0.7196 0.04 -0.21 -0.34
C -4.9308 -1.3727 0.3647 -0.11 -0.02 -0.29
H -5.1786 -1.2798 1.4227 -0.02 -0.02 -0.01
C -5.3123 -0.0838 -0.3691 0.34 0.29 0.34
H -4.9932 -0.1144 -1.4083 -0.14 -0.04 -0.05
H -6.3936 0.0488 -0.3368 0.05 0.01 -0.08
S -4.6608 1.4252 0.4283 -0.16 0.03 -0.11
C -2.9748 1.5849 -0.1288 -0.33 0.02 0.09
C -2.5167 1.1169 -1.3499 0.01 0.03 -0.06
C -1.1882 1.2998 -1.6942 -0.02 -0.03 -0.09
C -0.3231 1.9550 -0.8350 0.09 0.07 0.03
C -0.7902 2.4400 0.3750 0.05 0.09 -0.09
C -2.1121 2.2556 0.7307 -0.18 0.00 -0.08
H -2.4853 2.6214 1.6753 0.01 0.00 0.15
H -0.1230 2.9505 1.0522 0.08 0.03 0.07
H 0.7131 2.0804 -1.1098 0.11 0.01 -0.02
H -0.8248 0.9155 -2.6343 0.05 -0.04 -0.06
H -3.1741 0.6086 -2.0389 -0.05 -0.04 -0.04
H -5.5046 -2.1940 -0.0692 0.12 -0.04 0.07
H -3.0988 -0.4957 1.8094 0.10 -0.08 -0.17
H -0.8478 -1.5292 -0.9001 0.00 -0.16 0.36
H -0.6992 -2.8709 0.2578 0.01 0.17 -0.06
H 2.7014 -0.8421 1.6099 -0.05 -0.02 0.08
H 4.9970 -0.1425 2.0827 0.06 0.01 0.07
H 7.3464 -0.3081 1.9283 -0.02 0.04 -0.02
H 8.3570 1.0225 1.3131 -0.07 -0.03 0.06
```
Positions in Å, forces in eV/Å.

***

What are the max |F| values for these records? In order: 0.91; 1.11; 1.66; 4.98; 0.56 eV/Å.
What are the ΔE to the lowest compared entry with this formula, charge and spin values for these records? In order: 0.000; 1.656; 2.138; 3.464; 0.109 eV.
What are the E_HOMO values for these records? In order: -9.0; -8.8; -8.3; -8.3; -8.4 eV.